DFT (wB97M-V/def2-TZVPD) results for 2 unconnected molecules or ions with the total composition C19H35IN3O2 at a distorted geometry.

Each line ends with the Löwdin spin population.
Atoms and positions in Å:
1 C 3.570 0.959 1.552  0.00
2 C 2.487 -0.218 1.054  0.00
3 O 1.450 -0.408 1.867  0.00
4 N 2.854 -0.951 -0.191  0.00
5 C 3.351 -2.297 0.233  0.00
6 C 1.777 -0.978 -1.268  0.00
7 C 2.486 -1.864 -2.468  0.00
8 C 2.070 -1.583 -3.998  0.00
9 C 3.097 -0.405 -4.604  0.00
10 I -0.019 -1.295 -4.495  0.00
11 C 0.422 -1.825 -0.835  0.01
12 C -0.884 -0.937 -0.446  0.02
13 C -2.142 -1.056 -1.547  0.02
14 C -1.561 -1.637 0.919  0.00
15 N -0.711 0.491 -0.146  0.37
16 O -1.132 0.941 1.021  0.51
17 C 0.224 1.304 -0.923  0.02
18 C -0.659 2.095 -2.106  0.03
19 C 0.820 2.557 0.012  0.00
20 C 1.495 0.591 -1.650  0.01
21 H 3.091 1.576 2.423  0.00
22 H 4.597 0.492 1.879  0.00
23 H 3.686 1.718 0.640  0.00
24 H 4.457 -2.432 -0.165  0.00
25 H 3.428 -2.288 1.424  0.00
26 H 2.690 -3.218 -0.041  0.00
27 H 3.680 -1.798 -2.452  0.00
28 H 2.243 -3.008 -2.227  0.00
29 H 2.406 -2.554 -4.613  0.00
30 H 3.432 0.333 -3.750  0.00
31 H 4.001 -0.885 -5.177  0.00
32 H 2.410 0.236 -5.340  0.00
33 H 0.087 -2.558 -1.717  0.00
34 H 0.609 -2.564 0.084  0.00
35 H -2.116 -2.187 -1.925  0.00
36 H -3.188 -0.951 -0.988  0.00
37 H -2.052 -0.294 -2.428  0.00
38 H -0.872 -1.573 1.858  0.00
39 H -2.643 -1.212 1.136  0.00
40 H -1.650 -2.791 0.640  0.00
41 H -0.855 1.421 -3.047  0.00
42 H -1.612 2.618 -1.671  0.00
43 H 0.058 2.969 -2.480  0.00
44 H 1.134 2.220 1.086  0.00
45 H 1.693 3.138 -0.510  0.00
46 H -0.102 3.300 0.163  0.00
47 H 1.384 0.817 -2.800  0.00
48 H 2.465 1.209 -1.324  0.00
49 C -3.279 1.134 3.148  0.00
50 C -3.762 0.784 4.551  0.00
51 C -5.271 0.970 4.725  0.00
52 C -5.641 2.423 4.474  0.00
53 N -5.948 3.628 4.266  0.00
54 H -3.455 2.188 2.910  0.00
55 H -2.201 0.959 3.062  0.00
56 H -3.785 0.521 2.394  0.00
57 H -3.224 1.407 5.277  0.00
58 H -3.503 -0.258 4.767  0.00
59 H -5.569 0.694 5.742  0.00
60 H -5.820 0.332 4.024  0.00

Atomic forces in eV per Å
C -0.88 0.06 -0.90
C -2.99 0.88 4.58
O 5.62 0.54 -5.26
N -1.63 0.02 1.33
C 1.48 -0.88 1.59
C -0.02 -0.59 -0.68
C 0.04 -1.14 0.02
C 3.61 -0.88 -0.55
C -1.81 0.76 -0.24
I 0.81 -0.11 0.13
C -0.54 -0.45 -0.16
C -2.80 -1.80 1.03
C 0.07 -1.17 0.29
C 0.09 -0.85 -0.62
N 0.90 -0.11 1.93
O 0.74 -0.53 -2.42
C 0.63 3.19 -1.07
C 1.30 0.72 -0.25
C -1.48 0.27 0.42
C 0.53 0.35 -0.09
H 0.89 -1.51 -1.57
H -2.05 0.90 -0.85
H 0.09 -1.82 1.91
H -2.34 0.02 0.67
H -0.10 -0.23 -2.58
H 1.12 1.86 0.36
H -2.65 0.16 0.08
H 0.47 2.48 -0.50
H -1.12 2.08 1.47
H -0.48 -1.67 -1.72
H -1.82 0.98 1.27
H 1.90 -1.32 1.34
H 0.82 1.81 1.78
H -0.04 1.91 -1.94
H -0.10 2.54 0.46
H 2.42 0.13 -1.19
H -0.22 -1.61 1.73
H -1.24 0.16 -1.87
H 2.47 -0.84 -0.43
H 0.01 2.36 0.55
H 0.14 1.23 2.00
H 1.74 -1.32 -0.80
H -1.52 -1.77 0.68
H -0.56 0.44 -2.17
H -1.72 -1.29 0.77
H 2.18 -1.52 -0.26
H 0.17 -0.92 2.27
H -2.07 -1.54 -0.70
C 0.19 -0.02 0.09
C 0.33 0.09 -0.21
C -0.03 1.10 -0.04
C -2.39 8.07 -1.35
N 2.49 -9.59 1.66
H -0.05 -0.13 0.03
H -0.29 -0.01 -0.06
H 0.10 0.10 0.06
H -0.17 -0.13 -0.02
H -0.15 0.10 0.07
H -0.13 0.21 -0.16
H 0.00 0.24 0.04

The calculation puts the total energy at -36926.3906 eV. As for the energy above the lowest of the compared OMol25 structures with the same formula, charge and spin: 182.9 kcal per mole. Its spin multiplicity is 2. For the LUMO energy (spin up / spin down), the calculation gives 0.27 / 0.24 eV. The value obtained for the HOMO-LUMO gap (spin up / spin down) is 8.2 / 9.6 eV. As for the total charge: 0. For the largest force on an atom, the calculation gives 10.0 eV Å⁻¹.

***

DFT (wB97M-V/def2-TZVPD) results for 23 unconnected molecules or ions with the total composition H46O23 at a distorted geometry.

Each line ends with the Löwdin charge.
Atoms and positions in Å:
1 O 2.317 16.038 13.182  -0.06
2 H 1.706 15.310 13.290  -0.02
3 H 2.591 15.988 12.266  -0.04
4 O 0.023 14.419 7.018  -0.03
5 H 0.468 13.611 6.761  0.05
6 H -0.106 14.892 6.196  0.06
7 O 0.303 8.882 12.076  -0.04
8 H -0.601 8.797 12.380  -0.02
9 H 0.263 9.545 11.387  0.03
10 O 3.256 11.975 12.880  -0.04
11 H 3.304 12.930 12.855  0.05
12 H 3.294 11.709 11.961  0.03
13 O 0.911 13.779 17.389  -0.03
14 H 0.466 14.246 16.683  0.02
15 H 0.852 14.367 18.142  0.05
16 O 3.036 16.318 10.508  -0.05
17 H 3.220 16.845 9.730  0.07
18 H 2.201 15.892 10.318  -0.01
19 O 2.572 12.501 8.755  -0.04
20 H 1.839 11.901 8.618  0.00
21 H 3.227 11.977 9.217  0.02
22 O 0.565 15.279 10.153  -0.01
23 H 0.768 14.878 9.308  0.03
24 H -0.155 15.881 9.966  0.08
25 O -1.559 13.698 15.805  -0.04
26 H -1.460 12.982 16.432  0.00
27 H -2.505 13.784 15.686  0.06
28 O -2.666 13.225 7.661  -0.04
29 H -2.165 12.701 7.036  0.04
30 H -2.116 13.990 7.828  0.03
31 O -0.165 12.561 11.186  -0.03
32 H -0.018 12.570 12.131  0.03
33 H 0.055 13.447 10.900  0.01
34 O 0.525 13.729 13.824  -0.04
35 H -0.177 13.923 14.445  0.01
36 H 0.869 12.882 14.108  -0.02
37 O 4.053 14.494 7.203  -0.06
38 H 3.545 14.617 6.401  0.02
39 H 3.436 14.097 7.819  -0.03
40 O 4.413 14.302 11.847  -0.03
41 H 5.358 14.452 11.825  0.06
42 H 4.074 14.794 11.099  0.00
43 O -2.144 9.311 12.846  -0.03
44 H -2.482 8.466 12.550  0.06
45 H -2.918 9.787 13.147  0.07
46 O -4.497 11.372 7.834  -0.06
47 H -5.030 11.734 7.126  0.03
48 H -3.653 11.817 7.750  -0.04
49 O 0.480 8.722 7.633  -0.06
50 H 0.158 9.373 8.256  -0.03
51 H 0.565 7.919 8.147  0.03
52 O 3.536 10.348 10.602  -0.03
53 H 3.654 9.866 11.421  0.01
54 H 3.147 9.711 10.003  0.06
55 O 2.118 7.663 13.859  -0.07
56 H 2.902 8.012 13.435  -0.01
57 H 1.392 8.129 13.444  -0.03
58 O -0.770 11.475 17.433  -0.04
59 H -0.333 11.287 16.603  0.02
60 H -0.131 11.986 17.930  0.03
61 O 4.215 9.556 13.270  -0.04
62 H 3.878 10.450 13.204  -0.02
63 H 5.154 9.664 13.422  0.07
64 O 1.448 11.475 14.907  -0.03
65 H 1.274 10.570 15.165  0.06
66 H 1.903 11.402 14.068  0.00
67 O 0.126 11.080 8.991  -0.05
68 H -0.318 11.485 8.246  0.05
69 H -0.171 11.582 9.749  0.00

Atomic forces in eV per Å
O -0.13 0.28 0.29
H -0.34 -0.44 0.31
H 0.29 0.29 0.02
O -0.15 0.04 0.38
H 0.33 -0.27 -0.04
H -0.03 0.26 -0.25
O 0.74 -0.33 -0.29
H -0.08 0.39 0.19
H 0.02 0.25 -0.13
O -0.57 -0.38 0.33
H 0.45 0.73 0.04
H -0.18 0.16 -0.77
O 0.24 -0.26 0.32
H -0.17 0.14 -0.31
H 0.07 0.22 0.19
O 0.76 0.10 -0.26
H 0.26 0.19 -0.14
H -0.79 -0.11 -0.01
O 0.16 0.81 -0.33
H -0.50 -0.41 0.22
H 0.31 -0.15 0.31
O -0.03 -0.35 0.17
H 0.03 -0.32 -0.63
H -0.24 0.29 0.10
O -0.09 0.60 -0.46
H 0.24 -0.71 0.67
H -0.19 0.17 -0.14
O 0.16 0.11 -0.02
H 0.28 0.10 -0.38
H 0.28 0.21 0.05
O -0.30 -0.48 -0.50
H 0.02 0.19 0.56
H 0.16 0.58 0.07
O 0.12 0.65 -1.06
H -0.56 -0.02 0.30
H 0.07 -0.32 0.63
O 0.29 0.48 -0.13
H -0.01 0.02 -0.21
H -0.23 -0.55 0.33
O 0.16 -0.60 0.16
H 0.21 -0.03 0.13
H -0.23 0.52 -0.32
O -0.37 -0.06 0.10
H -0.35 -0.31 -0.09
H -0.12 0.25 0.11
O -0.38 -0.77 0.02
H -0.15 0.07 -0.10
H -0.24 0.21 0.38
O 0.16 -0.29 -0.41
H -0.06 0.35 0.37
H 0.00 -0.26 0.03
O -0.09 0.41 -0.52
H 0.41 -0.62 0.57
H -0.20 -0.15 -0.24
O -0.05 -0.46 0.56
H 0.30 0.24 0.04
H -0.19 0.14 -0.43
O -0.80 -0.27 -0.03
H 0.34 -0.08 -0.21
H 0.43 0.36 0.01
O 0.16 -0.94 -0.35
H -0.09 0.84 0.62
H 0.25 -0.08 0.04
O -0.43 -0.15 0.63
H 0.02 -0.39 0.04
H 0.76 -0.14 -0.57
O 0.30 -0.40 -1.01
H -0.32 -0.05 -0.22
H -0.14 0.50 1.25

The calculation puts the total energy at -47841.2819 eV. As for the energy above the lowest of the compared OMol25 structures with the same formula, charge and spin: 54.4 kcal per mole. Its spin multiplicity is 1. For the LUMO energy, the calculation gives -0.73 eV. The value obtained for the HOMO-LUMO gap is 9.2 eV. As for the total charge: 0. For the largest force on an atom, the calculation gives 1.4 eV Å⁻¹.

***

DFT (wB97M-V/def2-TZVPD) results for CH3O2P in the gas phase at a distorted geometry.

Each line ends with the Löwdin charge.
Atoms and positions in Å:
1 C 0.828 -0.009 -0.012  -0.17
2 P -0.918 -0.001 -0.211  0.50
3 O -1.608 -0.698 0.847  -0.28
4 O -1.721 0.816 -1.056  -0.26
5 H 1.345 0.509 -0.783  0.04
6 H 1.152 -1.015 0.127  0.04
7 H 0.922 0.398 1.088  0.12

Atomic forces in eV per Å
C -0.09 0.75 2.29
P -1.29 -0.50 1.98
O 0.39 -1.65 1.41
O 0.13 1.94 -2.90
H 0.58 0.53 -0.24
H 0.23 -0.85 -0.28
H 0.05 -0.22 -2.25

The calculation puts the total energy at -14469.8037 eV. As for the energy above the lowest of the compared OMol25 structures with the same formula, charge and spin: 0.0 kcal per mole. Its spin multiplicity is 1. For the LUMO energy, the calculation gives -0.18 eV. Its SMILES is CP(=O)=O. The value obtained for the HOMO-LUMO gap is 11.0 eV. As for the total charge: 0. For the largest force on an atom, the calculation gives 3.5 eV Å⁻¹.

***

DFT (wB97M-V/def2-TZVPD) results for C12H15IS in the gas phase at a distorted geometry.

Each line ends with the Löwdin charge.
Atoms and positions in Å:
1 C -1.551 1.686 3.823  -0.32
2 C -1.390 1.765 5.097  0.12
3 C -0.208 -1.696 0.192  -0.17
4 C 0.781 -1.048 -0.732  -0.22
5 C -1.284 -0.660 0.535  -0.27
6 C -1.859 1.712 2.542  -0.66
7 C -0.341 0.508 0.684  -0.24
8 C 0.883 0.326 -0.167  -0.73
9 C -0.720 1.492 1.467  -0.28
10 C -2.183 -0.464 -0.727  -0.03
11 C 1.058 1.473 -1.185  -0.07
12 C -0.085 2.833 1.531  -0.07
13 S 2.317 0.478 1.012  0.83
14 I -3.860 1.781 1.907  0.95
15 H -0.688 -2.557 -0.274  0.12
16 H 0.398 -2.027 1.089  0.13
17 H 1.709 -1.563 -0.881  0.10
18 H 0.450 -1.002 -1.874  0.16
19 H -1.750 -0.946 1.411  0.12
20 H -2.887 -1.248 -0.729  0.07
21 H -1.705 -0.554 -1.700  0.08
22 H -2.701 0.426 -0.637  0.01
23 H 1.578 1.144 -2.060  0.08
24 H 1.683 2.216 -0.725  0.05
25 H 0.011 1.593 -1.426  0.10
26 H 0.676 2.784 2.300  0.09
27 H -0.756 3.715 1.572  0.11
28 H 0.492 3.039 0.632  0.06
29 H 2.328 -0.856 1.304  -0.11

Atomic forces in eV per Å
C -0.29 0.50 1.19
C 0.02 -0.09 -0.91
C -0.03 -2.24 0.38
C -1.10 0.02 -3.19
C 3.18 -0.10 -3.12
C 1.05 -2.64 -1.95
C -2.60 -0.47 0.61
C 1.54 1.87 0.72
C -1.56 3.00 1.46
C 1.17 -1.30 1.03
C -0.33 -1.76 0.59
C 1.61 0.93 -1.00
S 0.20 -1.13 -0.15
I 0.29 0.23 0.10
H 0.26 -0.41 0.19
H -1.03 0.21 -0.63
H 0.68 -0.24 0.56
H 0.03 0.11 2.27
H -1.49 -0.25 1.63
H -1.11 -1.03 0.06
H 0.53 0.32 0.22
H -1.05 1.91 -0.10
H 0.39 -0.44 -0.56
H -0.54 1.02 -0.16
H -0.01 1.51 -0.50
H -0.09 0.63 0.67
H 0.15 -0.74 0.60
H -0.04 -0.14 -0.13
H 0.16 0.70 0.12

The calculation puts the total energy at -31616.5111 eV. As for the energy above the lowest of the compared OMol25 structures with the same formula, charge and spin: 39.7 kcal per mole. Its spin multiplicity is 1. For the LUMO energy, the calculation gives -1.58 eV. The value obtained for the HOMO-LUMO gap is 7.4 eV. As for the total charge: 0. For the largest force on an atom, the calculation gives 4.5 eV Å⁻¹.

***

DFT (wB97M-V/def2-TZVPD) results for 10 unconnected molecules or ions with the total composition C5H30N2O9 at a distorted geometry.

Each line ends with the Löwdin charge.
Atoms and positions in Å:
1 C 2.616 0.422 -0.753  0.02
2 C 1.667 0.229 -1.652  -0.37
3 N 2.144 0.327 -3.002  0.07
4 C 0.214 0.106 -1.253  -0.11
5 C -0.732 0.701 -2.330  -0.40
6 C -1.000 -0.331 -3.463  -0.07
7 N -2.041 1.289 -1.798  0.04
8 H 3.580 0.876 -0.986  0.06
9 H 2.537 0.322 0.314  0.05
10 H 3.005 0.825 -3.098  0.07
11 H 1.475 0.789 -3.637  0.06
12 H 0.020 0.797 -0.474  0.07
13 H -0.244 -0.776 -0.887  0.08
14 H -0.257 1.540 -2.915  0.13
15 H -0.026 -0.293 -4.146  0.10
16 H -1.291 -1.396 -3.221  0.08
17 H -1.745 0.148 -4.029  0.04
18 H -1.951 1.637 -0.858  0.02
19 H -2.912 0.757 -1.963  0.07
20 O -2.685 1.265 2.359  -0.05
21 H -2.631 2.018 2.960  0.05
22 H -2.442 1.755 1.576  0.01
23 O 2.339 -2.193 2.412  -0.08
24 H 1.535 -2.653 2.657  -0.04
25 H 2.989 -2.902 2.468  0.04
26 O -0.011 -0.658 3.229  -0.05
27 H 0.786 -0.707 2.655  0.05
28 H -0.508 -1.465 3.165  0.02
29 O 0.259 -3.752 2.291  -0.12
30 H -0.115 -3.542 1.332  0.08
31 H -0.666 -3.912 2.616  0.06
32 O -2.079 -2.725 1.423  -0.07
33 H -1.638 -2.770 0.549  0.01
34 H -2.860 -3.287 1.280  0.07
35 O -0.334 3.164 0.393  -0.06
36 H -0.761 4.013 0.574  0.07
37 H -0.388 2.676 1.212  -0.02
38 O -0.304 1.957 2.817  -0.08
39 H -0.748 1.084 2.910  0.03
40 H 0.404 1.983 3.433  0.05
41 O -0.391 -3.139 -1.061  -0.03
42 H 0.447 -2.727 -1.319  0.06
43 H -0.343 -4.045 -1.324  0.05
44 O 1.972 4.515 -0.033  -0.10
45 H 1.019 4.377 0.145  -0.01
46 H 2.097 3.700 -0.569  0.03

Atomic forces in eV per Å
C 0.98 0.63 1.44
C 1.35 0.43 -0.32
N -2.54 0.02 -0.79
C -0.94 1.99 -1.72
C -1.21 -0.36 -0.89
C 2.42 0.04 -0.44
N 0.88 -1.11 -1.00
H -0.03 -0.57 -0.50
H -0.69 -0.15 0.23
H 0.56 0.07 0.40
H 0.49 -0.47 0.52
H 0.60 0.66 1.25
H 0.14 -1.42 -0.04
H -0.17 -0.53 1.08
H -2.18 -0.70 1.37
H 0.43 1.29 0.09
H -1.23 0.16 -1.15
H -0.06 -0.02 0.13
H 1.19 0.21 0.34
O -0.62 0.39 0.14
H -0.14 -0.31 0.64
H 0.07 -0.28 -0.94
O 0.87 0.24 -0.03
H -0.57 -0.28 0.05
H 0.17 0.28 -0.10
O 0.81 0.83 -0.17
H -0.79 -0.35 0.57
H -0.10 -0.62 -0.38
O -3.17 -0.14 -2.72
H 1.99 -0.44 2.52
H 1.27 0.13 0.39
O -0.40 -0.58 -0.82
H -0.24 0.37 0.27
H 0.18 0.39 0.22
O -0.77 0.69 -1.07
H -0.20 -0.30 -0.02
H 0.40 -0.43 1.20
O -0.98 0.10 -0.62
H 0.59 0.33 0.04
H 0.98 -0.08 0.71
O -0.04 0.87 0.51
H -0.13 -0.10 0.05
H 0.16 -0.92 -0.36
O -0.50 -0.87 -0.72
H 0.87 0.15 0.16
H 0.31 0.76 0.48

The calculation puts the total energy at -27077.8523 eV. As for the energy above the lowest of the compared OMol25 structures with the same formula, charge and spin: 71.9 kcal per mole. Its spin multiplicity is 1. For the LUMO energy, the calculation gives -0.07 eV. Its SMILES is C=C(N)C[C@@H](C)N.O.O.O.O.O.O.O.O.O. The value obtained for the HOMO-LUMO gap is 8.2 eV. As for the total charge: 0. For the largest force on an atom, the calculation gives 4.2 eV Å⁻¹.